No. 1
The following is a quantum chemistry calculation of 4 unconnected molecules or ions with the total composition C4H14O3, from the Open Molecules 2025 dataset.

```
21
C4H14O3 (ωB97M-V with the def2-TZVPD basis set)
C -0.39 0.63 -2.75
C -0.21 1.30 -1.59
C 0.75 2.46 -1.42
C -1.74 0.00 -3.05
H 0.39 0.71 -3.49
H -0.95 1.18 -0.74
H 0.70 3.25 -2.23
H 1.81 2.16 -1.61
H 0.46 3.06 -0.58
H -1.94 -0.80 -2.28
H -2.56 0.63 -2.77
H -1.76 -0.44 -4.04
H 2.10 -0.12 3.97
H 0.73 -0.51 3.16
O 1.41 -0.79 3.81
H -1.61 -0.76 1.53
H -1.60 -0.13 3.00
O -1.07 -0.34 2.21
H 1.33 -3.33 1.38
H 1.36 -1.83 1.55
O 1.02 -2.52 0.97
```

Calculated values
E_HOMO in eV: -8.6
Structure (SMILES): C/C=C/C.O.O.O
Max |F| in eV Å⁻¹: 2.673
Relative energy (zero: lowest compared OMol25 entry of this formula, charge and spin) in eV: 1.805
E_tot in eV: -10516.124
LUMO level in eV: 0.531

---

No. 2
The following is a quantum chemistry calculation of 3 unconnected molecules or ions with the total composition C4H14O3, from the Open Molecules 2025 dataset.

```
21
C4H14O3 (ωB97M-V with the def2-TZVPD basis set)
C 2.07 0.39 1.76
O 0.97 1.28 1.59
C 2.85 0.82 0.43
C 1.95 0.71 -0.80
C 2.26 -0.63 -1.45
H 2.61 0.41 2.61
H 1.58 -0.64 1.80
H 0.91 1.90 2.37
H 3.79 0.38 0.29
H 3.09 1.80 0.73
H 2.21 1.59 -1.36
H 0.82 0.82 -0.64
H 3.22 -0.43 -1.86
H 1.62 -0.86 -2.37
H 2.03 -1.48 -0.78
H -4.82 -2.05 -1.78
H -5.83 -1.54 -0.79
O -5.19 -2.29 -0.89
H -4.73 0.18 -0.06
H -5.74 -0.40 1.04
O -5.67 0.04 0.16
```

Calculated values
E_HOMO in eV: -10.1
Structure (SMILES): CCCCO.O.O
Max |F| in eV Å⁻¹: 5.400
Relative energy (zero: lowest compared OMol25 entry of this formula, charge and spin) in eV: 2.135
E_tot in eV: -10515.794
LUMO level in eV: 0.602

---

No. 3
The following is a quantum chemistry calculation of 3 unconnected molecules or ions with the total composition C4H14O3, from the Open Molecules 2025 dataset.

```
21
C4H14O3 (ωB97M-V with the def2-TZVPD basis set)
C 1.00 -0.91 -2.40
C 0.89 -1.96 -1.27
C 0.07 -1.48 -0.07
C 0.26 -2.45 1.21
O 0.38 -0.18 0.38
H 1.47 -0.06 -1.90
H 1.68 -1.22 -3.19
H 0.00 -0.64 -2.74
H 1.93 -2.21 -1.00
H 0.38 -2.89 -1.55
H -0.95 -1.72 -0.38
H -0.73 -2.41 1.66
H 0.97 -1.97 1.87
H 0.67 -3.38 0.82
H 1.28 -0.03 0.58
H -2.37 0.75 2.14
H -1.55 0.13 0.96
O -2.40 0.49 1.22
H -0.23 6.16 0.93
H -0.68 4.88 0.27
O 0.13 5.38 0.46
```

Calculated values
E_HOMO in eV: -10.3
Structure (SMILES): CC[C@@H](C)O.O.O
Max |F| in eV Å⁻¹: 3.228
Relative energy (zero: lowest compared OMol25 entry of this formula, charge and spin) in eV: 1.121
E_tot in eV: -10516.809
LUMO level in eV: 0.738

---

No. 4
The following is a quantum chemistry calculation of 4 unconnected molecules or ions with the total composition C4H14O4, from the Open Molecules 2025 dataset.

```
22
C4H14O4 (ωB97M-V with the def2-TZVPD basis set)
O 0.12 0.60 2.22
C -0.34 -0.51 2.04
C -0.95 -0.99 0.75
C -2.10 -0.32 0.07
C -2.14 -0.47 -1.49
H -0.22 -1.29 2.85
H -0.04 -1.30 0.14
H -1.29 -2.05 0.99
H -3.06 -0.60 0.49
H -1.89 0.82 0.25
H -3.14 -0.70 -1.84
H -1.35 -1.06 -1.96
H -1.89 0.57 -1.80
H 2.50 1.47 -0.73
H 1.39 0.73 -1.04
O 2.34 0.66 -1.28
H 2.40 -1.09 -1.42
H 1.92 -2.59 -1.47
O 1.73 -1.69 -1.04
H -0.25 2.55 -0.73
H 0.42 2.14 0.64
O 0.51 2.45 -0.22
```

Calculated values
E_HOMO in eV: -10.0
Structure (SMILES): CCCC=O.O.O.O
Max |F| in eV Å⁻¹: 3.971
Relative energy (zero: lowest compared OMol25 entry of this formula, charge and spin) in eV: 1.224
E_tot in eV: -12563.804
LUMO level in eV: 0.693

---

No. 5
The following is a quantum chemistry calculation of a molecular structure, C4H15Cl8InN2O2P, from the Open Molecules 2025 dataset.

```
33
C4H15Cl8InN2O2P (ωB97M-V with the def2-TZVPD basis set)
N 2.72 -0.42 3.24
P 1.23 -0.87 2.93
O 0.24 -0.26 4.18
O 1.06 -2.56 2.97
In 0.58 -0.05 0.60
N 2.22 -0.38 -0.71
H 3.32 -1.23 3.39
H -0.02 -1.03 4.69
H 0.94 -2.92 2.10
H 0.26 1.73 0.76
H -0.97 -0.75 0.03
H 2.78 -1.20 -0.48
H 1.98 -0.35 -1.69
C -2.76 0.63 -2.92
Cl -1.13 1.27 -3.15
Cl -2.72 -0.84 -1.94
H -3.36 1.37 -2.41
H -3.20 0.40 -3.90
C 2.40 2.59 -2.17
Cl 3.96 1.97 -2.71
Cl 1.46 3.24 -3.53
H 1.84 1.78 -1.71
H 2.56 3.38 -1.45
C 0.16 -0.98 7.64
Cl 0.47 -1.06 9.38
Cl -0.30 -2.56 6.99
H -0.65 -0.28 7.46
H 1.06 -0.64 7.13
C -3.23 0.03 -7.09
Cl -3.97 1.03 -5.84
Cl -2.43 -1.38 -6.39
H -4.00 -0.30 -7.78
H -2.49 0.62 -7.62
```

Calculated values
E_HOMO in eV: -4.5
Max |F| in eV Å⁻¹: 1.566
Total charge: -1
E_tot in eV: -126109.447
LUMO level in eV: 1.993

---

No. 6
The following is a quantum chemistry calculation of 2 unconnected molecules or ions with the total composition C4H15N2O, from the Open Molecules 2025 dataset.

```
22
C4H15N2O (ωB97M-V with the def2-TZVPD basis set)
C 0.17 1.04 1.11
N -0.24 0.42 2.35
C -1.03 1.10 0.19
N -1.27 -0.25 -0.50
C -0.15 -0.79 -1.41
C 0.51 0.29 -2.23
H 0.55 2.06 1.27
H 0.95 0.51 0.60
H -0.84 1.02 2.90
H 0.55 0.26 2.96
H -1.97 1.17 0.74
H -1.00 1.83 -0.59
H -1.41 -0.92 0.24
H -2.10 -0.12 -1.06
H -0.66 -1.58 -1.95
H 0.60 -1.10 -0.69
H 0.86 1.14 -1.64
H 1.46 -0.06 -2.63
H -0.11 0.62 -3.05
H 1.20 -2.13 1.71
H 2.25 -2.63 0.76
O 1.67 -1.87 0.90
```

Calculated values
E_HOMO in eV: -13.7
Max |F| in eV Å⁻¹: 1.655
Relative energy (zero: lowest compared OMol25 entry of this formula, charge and spin) in eV: 0.987
Total charge: +1
E_tot in eV: -9412.675
LUMO level in eV: -2.889

---

Computed gap between HOMO and LUMO (Ha) in order:
0.336 0.392 0.405 0.394 0.239 0.396